Record 1
Entry from the Open Molecules 2025 dataset: a cluster of 18 separate species, C6H46B3BrFIO20 in total at a distorted geometry (ωB97M-V/def2-TZVPD).

For the molar mass, the calculation gives 696.656 g mol⁻¹. For the orbital gap, the calculation gives 9.2 eV. For the LUMO energy, the calculation gives -0.0084 Ha. The calculation puts the largest force on an atom at 1.1 eV/Å.

```
! RIJCOSX wB97M-V def2-TZVPD def2/J DEFGRID3
* xyz 0 1
C -3.13 -1.07 2.67
C -2.97 0.40 3.09
C -1.64 1.06 2.71
I -1.13 0.65 0.65
B -0.43 0.66 3.64
O 0.89 0.70 3.18
B 1.59 -0.40 3.65
F 2.17 -1.24 2.79
O 1.56 -0.67 5.00
B 0.24 -0.72 5.45
C -0.26 -1.84 6.41
C -1.42 -2.67 5.83
C -0.96 -4.03 5.30
Br -2.84 -2.88 7.16
O -0.62 0.26 4.95
H -2.15 -1.54 2.52
H -3.71 -1.17 1.75
H -3.62 -1.64 3.46
H -3.12 0.51 4.16
H -3.76 0.98 2.61
H -1.75 2.14 2.72
H -0.60 -1.34 7.32
H 0.57 -2.48 6.68
H -1.89 -2.12 5.01
H -0.13 -4.43 5.86
H -0.68 -3.91 4.25
H -1.79 -4.73 5.31
O -3.80 -0.57 -1.27
H -4.02 0.25 -1.74
H -3.07 -0.94 -1.77
O 0.04 2.92 -1.87
H 0.86 2.39 -1.89
H -0.45 2.57 -1.12
O 2.01 2.24 -3.77
H 2.87 2.31 -4.20
H 1.49 2.96 -4.15
O -5.98 1.39 -1.47
H -5.64 1.13 -0.61
H -6.46 2.21 -1.30
O 2.05 0.14 -1.02
H 2.91 -0.30 -1.03
H 1.57 -0.25 -0.29
O -0.38 0.41 -3.39
H 0.51 0.77 -3.54
H -0.93 1.19 -3.30
O 3.55 2.19 -6.28
H 4.40 2.46 -6.64
H 3.10 1.79 -7.03
O 4.15 -0.38 -2.87
H 5.02 -0.23 -3.27
H 3.59 0.30 -3.26
O 4.47 3.93 -8.57
H 3.52 4.04 -8.49
H 4.76 4.63 -9.15
O 6.26 1.44 -3.84
H 7.13 1.78 -4.07
H 5.72 2.23 -3.73
O -5.31 -4.18 4.85
H -5.72 -5.05 4.84
H -4.53 -4.28 5.41
O -0.54 -2.48 -5.04
H -0.07 -1.99 -4.36
H -1.42 -2.59 -4.67
O -1.67 5.89 -1.72
H -1.45 4.95 -1.63
H -0.84 6.34 -1.53
O 5.37 -1.75 -0.48
H 5.08 -1.04 -1.07
H 6.08 -2.18 -0.96
O -0.75 -6.37 7.42
H 0.14 -6.70 7.59
H -1.24 -6.59 8.22
O 1.71 5.17 -3.26
H 2.56 4.72 -3.26
H 1.22 4.75 -2.54
O -2.35 0.26 -5.71
H -1.52 0.19 -5.21
H -2.45 -0.60 -6.12
*
```

Mulliken atomic charge list, values in e, 6 entries:
1 C -1.056
2 C -0.427
3 C -0.559
4 I 0.251
5 B 0.030
6 O -0.323

---

Record 2
Entry from the Open Molecules 2025 dataset: the ion C6H4Br2N3O2 with charge -1 at a distorted geometry (ωB97M-V/def2-TZVPD).

For the molar mass, the calculation gives 309.925 g mol⁻¹. The energy above the lowest of the compared OMol25 structures with the same formula, charge and spin is 3.26 kcal per mole. As for the SMILES: Cc1c(Br)cnc(N=[N+]([O-])[O-])c1Br. For the orbital gap, the calculation gives 7.0 eV. For the LUMO energy, the calculation gives 0.1017 Ha. The calculation puts the largest force on an atom at 4.9 eV/Å.

```
! RIJCOSX wB97M-V def2-TZVPD def2/J DEFGRID3
* xyz -1 1
C -0.71 1.75 0.13
C -1.15 -0.68 0.00
C -1.56 0.69 0.05
C 0.18 -0.91 0.01
C 1.26 0.56 0.10
C -2.13 -1.82 -0.08
N 0.63 1.68 0.16
N 2.50 0.23 0.21
N 3.55 1.00 -0.05
O 3.50 1.84 -0.94
O 4.57 0.74 0.57
Br -3.43 1.12 0.01
Br 1.00 -2.58 -0.03
H -1.10 2.76 0.18
H -2.08 -2.29 -1.06
H -1.87 -2.58 0.66
H -3.15 -1.50 0.10
*
```

Mulliken atomic charge list, values in e, 6 entries:
1 C -0.292
2 C 0.794
3 C 0.194
4 C -0.107
5 C 0.554
6 C -1.664

---

Record 3
Entry from the Open Molecules 2025 dataset: a structure of composition C6H4Cl2IN2O2 at a distorted geometry (ωB97M-V/def2-TZVPD).

For the molar mass, the calculation gives 333.920 g mol⁻¹. The energy above the lowest of the compared OMol25 structures with the same formula, charge and spin is 49.71 kcal per mole. For the orbital gap, the calculation gives 7.1 eV. For the LUMO energy, the calculation gives 0.0957 Ha. The calculation puts the largest force on an atom at 7.3 eV/Å.

```
! RIJCOSX wB97M-V def2-TZVPD def2/J DEFGRID3
* xyz -1 1
C -0.30 -2.24 0.38
C 0.66 -1.47 1.24
C -1.16 -1.56 -0.42
C 0.93 -0.08 1.17
C 0.43 0.94 0.34
C -1.24 -0.06 -0.55
N 1.23 1.13 -0.73
N 0.95 2.24 -1.39
O 0.14 3.11 -0.97
O 1.66 2.42 -2.35
Cl 2.16 0.34 2.35
Cl -1.28 0.60 -2.12
I -3.13 0.48 0.52
H -0.20 -3.35 0.48
H 1.12 -1.95 2.09
H -1.87 -2.27 -0.97
H -0.10 1.72 0.92
*
```

Mulliken atomic charge list, values in e, 6 entries:
1 C -0.384
2 C -0.643
3 C -0.403
4 C 0.486
5 C 0.025
6 C -0.007

---

Record 4
Entry from the Open Molecules 2025 dataset: a structure of composition C6H4N2NiO3 at a distorted geometry (ωB97M-V/def2-TZVPD).

For the molar mass, the calculation gives 210.802 g mol⁻¹. For the orbital gap (alpha / beta), the calculation gives 8.4 / 5.9 eV. The expectation value of S² is 2.03. For the LUMO energy (alpha / beta), the calculation gives -0.3724 / -0.4651 Ha. The calculation puts the largest force on an atom at 14.7 eV/Å.

```
! RIJCOSX wB97M-V def2-TZVPD def2/J DEFGRID3
* xyz 2 3
O -1.45 -4.47 0.08
C -0.75 -3.87 -0.59
Ni 0.08 0.54 -0.05
C -0.66 0.79 -1.76
C 1.71 0.20 0.49
O -1.23 0.50 -2.74
O 2.79 -0.12 0.97
N 0.75 2.78 0.63
C 0.47 4.00 1.13
C -0.64 3.87 1.89
C -1.07 2.54 1.87
N -0.24 1.82 1.06
H 1.45 2.66 -0.10
H 1.10 4.85 0.83
H -1.06 4.66 2.46
H -1.91 2.13 2.37
*
```

Mulliken atomic charge list, values in e, 6 entries:
1 O -0.113
2 C 0.119
3 Ni 0.293
4 C 0.493
5 C 0.508
6 O -0.055

---

Record 5
Entry from the Open Molecules 2025 dataset: an isolated molecule of C6H4N2O5 at a distorted geometry (ωB97M-V/def2-TZVPD).

For the molar mass, the calculation gives 184.107 g mol⁻¹. The energy above the lowest of the compared OMol25 structures with the same formula, charge and spin is 77.10 kcal per mole. As for the SMILES: O=C1C=CC=CC1([N+](=O)[O-])[N+](=O)[O-]. For the orbital gap, the calculation gives 8.8 eV. For the LUMO energy, the calculation gives -0.0460 Ha. The calculation puts the largest force on an atom at 4.6 eV/Å.

```
! RIJCOSX wB97M-V def2-TZVPD def2/J DEFGRID3
* xyz 0 1
C 2.06 0.28 0.55
C 1.19 0.56 1.51
C 1.72 -0.36 -0.69
C 0.46 -0.59 -1.12
C -0.29 0.44 1.23
C -0.78 -0.04 -0.23
N -1.70 -1.21 0.08
N -1.44 1.01 -0.97
O -1.15 0.76 1.96
O -1.20 -2.28 -0.08
O -2.79 -0.91 0.43
O -2.59 0.92 -1.23
O -0.65 1.89 -1.20
H 3.04 0.35 0.70
H 1.46 0.97 2.52
H 2.45 -0.70 -1.35
H 0.21 -1.08 -2.10
*
```

Mulliken atomic charge list, values in e, 6 entries:
1 C -0.487
2 C -0.648
3 C -0.348
4 C -0.716
5 C 0.203
6 C 1.146

---

Record 6
Entry from the Open Molecules 2025 dataset: an isolated molecule of C6H4O at a distorted geometry (ωB97M-V/def2-TZVPD).

For the molar mass, the calculation gives 92.097 g mol⁻¹. The energy above the lowest of the compared OMol25 structures with the same formula, charge and spin is 107.69 kcal per mole. For the orbital gap, the calculation gives 9.1 eV. For the LUMO energy, the calculation gives -0.0270 Ha. The calculation puts the largest force on an atom at 1.0 eV/Å.

```
! RIJCOSX wB97M-V def2-TZVPD def2/J DEFGRID3
* xyz 0 1
C 2.55 0.02 -0.21
C 1.90 0.34 0.84
C 0.57 0.18 0.97
C -0.49 1.09 0.51
C -1.14 0.36 -0.41
C -0.47 -0.99 -0.42
O 0.09 -1.09 0.90
H 0.45 -0.89 -1.05
H -0.53 2.16 0.69
H -1.87 0.69 -1.13
H -1.05 -1.88 -0.68
*
```

Mulliken atomic charge list, values in e, 6 entries:
1 C -0.352
2 C -0.147
3 C 0.430
4 C -0.341
5 C -0.189
6 C -0.483

---

Results for E: -4807.491268; -5693.735941; -1708.961007; -2073.752093; -716.473586; -306.039918 (in a.u., following the order of the records).